# 1
Formula: C4H8O2
Source: the OMol25 dataset
Level of theory: ωB97M-V/def2-TZVPD

Structure (ORCA input):
```
! RIJCOSX wB97M-V def2-TZVPD def2/J DEFGRID3
* xyz 0 1
C -0.882 -0.880 0.243
C -1.326 0.446 0.017
O -0.359 1.372 -0.383
C 0.869 1.142 0.276
C 1.335 -0.280 0.010
O 0.373 -1.231 0.491
H -1.613 -1.603 0.592
H -0.879 -1.495 -1.420
H -1.374 -0.492 -1.031
H -2.206 0.830 0.525
H 0.762 1.305 1.358
H 1.596 1.854 -0.126
H 2.272 -0.518 0.517
H 1.432 -0.450 -1.070
*
```

Calculated values
E = -8366.691 eV
Energy relative to the best compared isomer or geometry (same formula, charge and spin) = 152.0 kcal/mol

Atomic charges from the Mulliken analysis, expressed in e, are listed below: -0.4710 -0.3239 -0.3475 -0.4412 -0.3826 -0.2510 0.4199 0.1658 -0.0591 0.3777 0.3187 0.3242 0.3008 0.3694

# 2
Formula: C4H8O2
Source: the OMol25 dataset
Level of theory: ωB97M-V/def2-TZVPD

Structure (ORCA input):
```
! RIJCOSX wB97M-V def2-TZVPD def2/J DEFGRID3
* xyz 0 1
O -1.031 1.566 0.262
C -0.730 0.419 0.033
C 0.571 -0.289 -0.345
C -0.020 -1.516 0.387
C -1.440 -0.908 0.251
H 1.513 0.150 -0.012
H 0.600 -0.441 -1.432
H 0.301 -1.524 1.433
H 0.152 -2.496 -0.058
H -1.915 -1.224 -0.685
H -2.156 -0.983 1.071
O 1.703 2.450 -0.060
H 1.689 2.442 -1.024
H 0.765 2.355 0.179
*
```

Calculated values
E = -8371.873 eV
Energy relative to the best compared isomer or geometry (same formula, charge and spin) = 32.5 kcal/mol
Structure (SMILES) = O=C1CCC1.O

Atomic charges from the Mulliken analysis, expressed in e, are listed below: -0.6247 0.5826 -0.6330 -0.5660 -0.5337 0.4715 0.2243 0.2561 0.2974 0.2407 0.3172 -0.6866 0.3088 0.3455

# 3
Formula: C4H8O2
Source: the OMol25 dataset
Level of theory: ωB97M-V/def2-TZVPD

Structure (ORCA input):
```
! RIJCOSX wB97M-V def2-TZVPD def2/J DEFGRID3
* xyz 0 1
C 1.652 0.426 -0.152
C 0.713 -0.649 0.364
O 0.407 -0.447 1.704
C -0.702 -0.469 0.823
C -1.028 0.405 -0.452
O -2.324 0.022 -0.779
H 1.401 1.437 0.190
H 1.780 0.443 -1.239
H 2.611 0.161 0.302
H 0.802 -1.625 -0.092
H -1.244 -1.422 0.901
H -0.454 0.170 -1.385
H -0.849 1.465 -0.259
H -2.765 0.083 0.074
*
```

Calculated values
E = -8368.824 eV
Energy relative to the best compared isomer or geometry (same formula, charge and spin) = 102.8 kcal/mol
Structure (SMILES) = C[C@H]1O[C@H]1CO

Atomic charges from the Mulliken analysis, expressed in e, are listed below: -1.2410 0.0874 -0.4163 -0.1665 -0.2084 -0.5285 0.3111 0.3856 0.3374 0.3729 0.2699 0.2088 0.2431 0.3444

Number 1: LUMO energy 1.0 eV. Number 2: LUMO energy 0.8 eV. Number 3: LUMO energy 0.9 eV.